Density functional theory data (the ωB97M-V functional and the def2-TZVPD basis) for a 2-piece molecular cluster, C4H10NO6S2 overall at a distorted geometry.

Atoms and positions in Å:
C: -2.11 -0.24 1.71
C: -0.26 1.68 -2.14
C: -0.82 1.35 -0.77
O: 3.33 -1.06 2.22
O: 3.53 -2.45 -0.46
H: 0.42 0.94 -2.59
H: -0.21 -0.98 0.65
N: -1.62 0.12 -0.69
H: 0.15 1.20 -0.22
C: -1.35 -0.70 0.42
H: -1.07 1.67 -2.93
H: -3.09 0.01 1.59
H: -2.05 -0.96 2.60
O: 3.95 0.37 0.28
O: -2.06 -0.46 -1.77
S: 2.18 -1.89 -0.39
O: 1.67 0.39 1.18
S: 2.94 -0.31 1.04
H: -1.47 2.25 -0.49
H: -1.89 -1.69 0.20
O: 1.28 -2.51 0.55
H: -1.55 0.62 2.22
H: 0.12 2.66 -2.23

Output
DFT total energy   -1460.90780 Ha
2S+1   3
Charge   -1
Max |F|   5.6 eV/A

Here are the Mulliken charges for atoms 1 to 6, given in e:
1 C -1.380
2 C -1.359
3 C 0.081
4 O -0.543
5 O -0.517
6 H 0.283

Density functional theory data (the ωB97M-V functional and the def2-TZVPD basis) for C25H43Ge2N6Os as an isolated structure.

Atoms and positions in Å:
H: 0.74 4.82 -4.14
H: -0.54 0.72 -5.29
H: 2.68 -2.58 3.04
H: 3.50 -2.64 1.29
H: 1.71 -0.10 -1.53
H: -1.15 1.77 -6.56
C: -0.64 3.54 2.77
H: 1.22 3.29 -3.40
N: 4.28 -1.71 -0.43
C: 0.17 3.39 0.11
C: -0.17 4.68 2.12
N: 1.40 -0.15 2.53
H: 0.22 -3.14 -0.89
H: 0.64 -5.23 0.34
Ge: -1.04 3.08 -4.50
N: 0.60 -2.84 2.81
H: 0.60 5.49 0.30
C: 1.77 -2.36 3.60
C: -4.27 1.92 -1.53
C: -2.20 0.72 -1.14
C: 2.45 -0.68 -1.02
H: 1.34 3.47 -5.15
N: -1.70 -1.54 1.99
H: 5.68 -3.24 -0.82
H: -0.99 -3.54 0.12
C: -2.54 4.16 -4.02
N: 2.17 -1.39 0.14
H: -2.72 2.61 -0.22
H: 0.49 3.36 -0.92
H: 1.59 -4.74 2.70
C: 5.66 -2.23 -0.41
C: -3.03 1.83 -0.91
H: 1.88 -4.00 0.41
H: -5.64 1.00 -2.89
H: 6.03 -2.24 0.61
H: -0.98 3.60 3.79
C: -2.62 -0.27 -2.04
H: 1.01 0.78 2.70
H: 6.28 -1.58 -1.01
H: -2.00 -1.14 -2.24
C: -0.60 -2.81 3.71
C: -4.68 0.93 -2.41
H: -2.74 -2.65 3.52
C: 0.24 4.60 0.80
H: -0.55 -1.93 4.34
C: 0.74 3.74 -4.27
H: -1.99 -0.71 2.51
Ge: -0.59 0.54 -0.12
H: -2.31 4.84 -3.19
C: -0.28 2.24 0.75
H: -0.59 -3.68 4.37
H: -2.00 -3.62 2.25
H: 2.57 -0.47 4.30
H: -2.30 1.08 -5.41
N: -0.03 -3.21 0.10
C: -1.86 -2.74 2.88
C: 1.66 -0.85 3.83
C: 0.87 -4.24 0.73
H: 1.85 -2.88 4.55
H: 0.84 -0.61 4.51
C: -1.30 1.48 -5.51
H: -4.18 -0.93 -3.37
C: 3.32 -1.99 0.46
C: 3.75 -0.88 -1.37
H: -3.42 3.56 -3.82
C: -0.69 2.33 2.09
H: -1.08 1.46 2.62
H: -2.39 -1.60 1.24
C: -3.85 -0.16 -2.68
H: -0.13 5.62 2.65
H: 2.29 0.03 2.07
H: -2.75 4.78 -4.90
Os: 0.29 -1.38 1.18
H: 4.32 -0.52 -2.20
H: -4.92 2.76 -1.32
H: -0.14 -4.80 2.54
C: 0.74 -4.23 2.25

Output
2S+1   2
Energy above the lowest of the compared OMol25 structures with the same formula, charge and spin   0.0 kcal per mole
Charge   +4
Max |F|   0.6 eV/A

Here are the Mulliken charges for atoms 1 to 6, given in e:
1 H 0.400
2 H 0.382
3 H 0.328
4 H 0.580
5 H 0.450
6 H 0.470

Density functional theory data (the ωB97M-V functional and the def2-TZVPD basis) for C47H41BrGaNO7P2 as an isolated structure at a distorted geometry.

Atoms and positions in Å:
H: -4.82 5.44 3.54
C: -1.56 4.50 3.31
H: -2.42 -2.15 -4.08
O: 0.15 2.85 3.22
H: 4.55 -2.07 -2.62
C: 3.41 4.27 -0.93
Br: 0.85 5.54 4.50
H: 3.04 5.15 -1.45
H: -3.54 -4.28 -3.55
C: 3.18 -5.10 -3.20
H: 5.18 -4.40 -2.93
C: 5.14 3.17 0.32
C: -1.81 -3.92 -0.67
H: -1.13 -0.45 5.26
H: 3.74 -0.61 -1.60
C: -0.83 -1.42 2.33
H: 3.03 0.74 -2.49
C: 3.10 -1.90 0.74
C: -2.63 -4.47 -1.60
C: -3.91 0.21 1.61
H: -1.13 -3.03 3.79
H: 2.37 0.92 2.50
C: 1.47 -3.42 -3.06
C: 3.09 -0.92 3.34
H: 1.08 -5.48 -3.42
O: -2.45 -0.47 -0.22
C: -1.68 -1.02 4.52
O: 0.04 -2.33 -0.39
H: -3.04 -5.46 -1.43
C: -1.83 0.46 -3.66
P: 2.02 0.52 -0.29
H: -3.60 -0.15 -2.59
H: 3.82 -2.86 3.91
C: -3.75 5.45 3.71
H: 0.42 -3.15 -3.07
H: -3.36 3.76 2.43
C: -2.94 4.51 3.09
H: 1.65 3.11 -1.31
O: -0.99 -0.03 2.54
C: -1.31 -2.54 -0.81
C: -1.36 1.28 -4.69
C: -1.82 6.41 4.77
C: -1.42 -1.98 -2.22
C: -2.15 -0.11 3.38
N: 2.05 -1.08 -2.72
C: 1.84 -4.74 -3.24
C: 0.89 -0.61 -3.42
H: -3.91 -1.41 3.02
H: 6.12 3.18 0.78
C: 3.11 1.99 -0.21
H: 0.26 -1.98 4.12
H: 0.63 -1.29 -4.23
H: 3.82 -3.73 1.59
C: -1.02 5.46 4.16
H: 3.47 -6.13 -3.37
C: -2.24 2.00 -5.48
C: 3.77 -2.81 -2.77
H: 5.28 5.18 -0.39
P: -0.73 -0.32 -2.42
H: 0.05 -1.60 1.73
H: -5.15 1.11 -3.99
C: -3.61 1.93 -5.25
C: 3.51 -2.71 1.79
C: -0.77 -2.01 3.75
C: 2.72 -0.58 0.99
C: -2.20 -1.82 1.68
H: 4.73 1.15 0.91
H: -1.86 2.64 -6.26
O: -4.99 -0.09 1.14
H: -2.43 -2.87 1.84
C: 4.66 4.29 -0.34
C: -0.76 3.42 2.64
H: -1.53 -4.46 0.23
C: -3.21 0.43 -3.41
H: -4.29 2.50 -5.86
C: -4.09 1.15 -4.21
C: 2.64 3.12 -0.87
Ga: -1.59 1.55 0.52
H: 1.10 0.38 -3.83
O: -1.14 3.17 1.42
C: -2.29 -2.59 -3.10
H: -2.47 0.88 3.69
H: 3.06 -0.54 4.36
O: -3.32 1.36 1.51
C: 2.42 -2.43 -2.82
H: 3.07 -2.30 -0.26
H: -1.37 7.16 5.41
C: 2.80 -0.16 -1.91
H: -2.52 -1.52 5.01
C: 4.13 -4.13 -2.96
C: -3.18 6.40 4.55
H: 0.35 -3.09 0.12
C: -2.13 -1.54 0.21
C: -2.90 -3.81 -2.82
C: -3.15 -0.84 2.47
H: -0.30 1.37 -4.88
C: 3.51 -2.22 3.09
C: 4.36 2.02 0.39
H: -3.81 7.14 5.03
C: 2.71 -0.10 2.30

Output
Energy above the lowest of the compared OMol25 structures with the same formula, charge and spin   127.8 kcal per mole
Charge   0
Max |F|   1.6 eV/A

Here are the Mulliken charges for atoms 1 to 6, given in e:
1 H 0.408
2 C 0.538
3 H 0.513
4 O -0.489
5 H 0.476
6 C -0.611

Density functional theory data (the ωB97M-V functional and the def2-TZVPD basis) for C20H21AlNO6 as an isolated structure.

Atoms and positions in Å:
O: -0.60 1.35 -2.23
C: 4.43 -0.57 1.23
C: -0.01 0.90 -4.46
H: 0.63 -3.72 3.83
H: -3.40 -1.16 5.41
C: 0.50 -1.45 -4.99
O: 0.82 -2.27 -5.83
C: 6.47 -1.93 0.94
C: -4.39 4.47 -0.28
C: -0.26 0.51 -3.05
H: 1.93 -1.32 -0.39
H: -4.95 5.94 -3.36
H: -0.27 -1.16 -1.63
C: -2.64 3.78 -1.86
H: -5.92 5.83 -1.06
O: -2.82 4.66 -4.05
O: -2.16 -2.62 7.15
H: 0.38 -2.86 -3.33
H: -2.72 3.12 0.15
H: 5.92 -2.52 1.67
H: -0.14 1.94 -4.70
H: 7.41 -1.59 1.40
O: -4.87 4.42 0.83
C: -2.54 -1.69 5.02
H: -1.75 3.23 -2.14
C: -4.51 5.35 -2.57
H: 2.00 -1.88 2.26
C: -0.62 -3.29 5.49
C: -2.16 -1.60 3.75
C: -0.24 -3.20 4.22
N: 5.68 -0.81 0.46
H: 3.48 -3.31 0.59
H: 4.69 -0.71 2.29
H: 4.17 0.49 1.15
O: -0.62 -2.30 2.09
C: -0.10 -0.91 -2.67
C: -0.98 -2.36 3.24
Al: 2.86 -1.82 0.87
C: -3.28 4.60 -2.92
H: 0.53 0.23 -6.40
C: 0.25 -1.82 -3.58
C: -1.81 -2.54 5.99
C: -3.16 3.72 -0.64
H: -0.10 -3.89 6.22
C: -5.03 5.29 -1.35
H: -2.67 -0.99 3.02
C: 0.34 -0.01 -5.36
H: 5.48 -0.92 -0.52
H: 6.75 -2.61 0.13

Output
DFT total energy   -1523.22188 Ha
Charge   -1
Max |F|   0.5 eV/A

Here are the Mulliken charges for atoms 1 to 6, given in e:
1 O -0.517
2 C -0.684
3 C -0.266
4 H 0.438
5 H 0.386
6 C 0.405

Density functional theory data (the ωB97M-V functional and the def2-TZVPD basis) for a 2-piece molecular cluster, CH3IOS overall at a distorted geometry.

Atoms and positions in Å:
C: 1.01 0.21 -1.39
H: -0.86 -2.19 1.87
I: -2.59 -0.87 3.30
O: 1.09 -0.88 -0.91
H: 1.87 0.57 -1.98
S: -1.24 -0.98 1.34
H: 0.08 0.83 -1.20

Output
Energy above the lowest of the compared OMol25 structures with the same formula, charge and spin   4.2 kcal per mole
Charge   0
Max |F|   1.5 eV/A

Here are the Mulliken charges for atoms 1 to 6, given in e:
1 C -0.070
2 H 0.180
3 I 0.000
4 O -0.345
5 H 0.260
6 S -0.190

Density functional theory data (the ωB97M-V functional and the def2-TZVPD basis) for one molecule with the formula C10H9NO2 at a distorted geometry.

Atoms and positions in Å:
C: 4.45 -0.71 0.14
C: -3.81 -0.60 -0.51
C: 0.16 1.31 -0.21
C: 1.74 -0.90 0.27
C: 1.48 1.35 -0.42
C: 0.35 -0.96 0.43
C: 2.32 0.16 -0.04
H: -0.32 2.26 -0.38
H: 2.10 -1.80 0.35
O: -2.56 -0.72 -0.83
H: -4.67 0.70 0.75
C: -3.97 0.19 0.53
O: 3.66 0.40 -0.20
H: 5.66 -0.51 0.09
H: -4.42 -1.30 -1.31
H: 3.95 -1.29 -0.66
C: -1.95 0.11 0.01
N: -2.68 0.61 0.93
C: -0.49 0.08 0.07
H: 1.78 2.57 -0.31
H: 4.46 -0.71 1.00
H: -0.31 -1.85 0.64

Output
Energy above the lowest of the compared OMol25 structures with the same formula, charge and spin   179.8 kcal per mole
Charge   0
Max |F|   15.6 eV/A

Here are the Mulliken charges for atoms 1 to 6, given in e:
1 C -0.864
2 C 0.130
3 C -0.443
4 C -0.148
5 C -0.530
6 C -0.889

Density functional theory data (the ωB97M-V functional and the def2-TZVPD basis) for C3H11BaO6 as an isolated structure at a distorted geometry.

Atoms and positions in Å:
H: 33.35 -1.48 34.61
O: 37.60 -6.23 36.40
H: 40.68 -5.61 36.18
H: 35.92 -6.03 26.10
H: 39.13 -6.98 37.36
O: 39.59 -3.99 35.85
O: 33.28 -2.43 34.83
O: 34.00 -1.92 30.22
O: 33.35 -6.66 32.49
H: 40.60 -4.75 37.56
H: 36.57 -7.20 27.27
C: 39.93 -5.04 36.74
H: 38.50 -5.73 38.28
Ba: 36.63 -4.32 32.48
C: 35.94 -6.32 27.15
O: 36.28 -5.29 28.02
H: 35.58 -4.64 27.96
H: 34.92 -6.68 27.22
C: 38.77 -5.96 37.25
H: 33.69 -7.33 33.11
H: 33.85 -1.00 30.51

Output
DFT total energy   -597.29582 Ha
Charge   -3
Max |F|   3.2 eV/A

Here are the Mulliken charges for atoms 1 to 6, given in e:
1 H 0.105
2 O -0.843
3 H 0.159
4 H 0.245
5 H 0.159
6 O -0.868

Density functional theory data (the ωB97M-V functional and the def2-TZVPD basis) for a 9-piece molecular cluster, C27H63O18P3 overall at a distorted geometry.

Atoms and positions in Å:
O: 50.64 -8.04 36.98
C: 55.06 -5.24 36.35
H: 52.77 -9.45 40.45
H: 60.03 -9.70 44.97
H: 56.59 -11.30 46.42
H: 56.71 -12.69 39.16
H: 54.07 -5.31 36.09
H: 49.31 -3.06 46.40
H: 53.10 -10.43 46.66
C: 58.73 -8.66 39.12
H: 56.39 -4.61 40.51
H: 53.45 -14.17 42.04
P: 51.77 -8.74 37.89
H: 52.40 -6.79 43.50
C: 49.93 -5.57 47.02
C: 57.46 -7.94 38.64
C: 57.31 -10.41 46.95
C: 57.56 -6.19 43.15
H: 57.47 -7.60 37.54
H: 55.33 -3.52 40.99
H: 57.11 -7.26 39.16
H: 55.74 -5.59 35.49
O: 52.24 -10.08 36.98
C: 52.07 -4.40 39.61
H: 52.70 -11.98 37.00
H: 59.42 -12.30 40.20
H: 59.00 -13.48 43.49
O: 54.65 -12.13 40.50
C: 50.46 -4.78 45.76
O: 59.47 -11.40 46.80
C: 58.65 -10.54 46.34
H: 56.78 -10.50 42.38
H: 58.63 -8.68 45.22
C: 53.46 -6.88 43.59
O: 50.95 -5.39 44.78
C: 59.21 -12.77 41.07
H: 57.97 -9.64 41.53
H: 53.85 -5.81 43.40
C: 53.36 -11.16 43.10
C: 50.27 -3.32 45.74
H: 55.12 -15.03 41.88
O: 51.30 -9.04 39.34
H: 52.76 -3.50 39.85
H: 54.09 -9.57 45.41
C: 55.02 -13.31 40.47
C: 52.69 -11.28 37.75
H: 58.37 -9.84 44.20
H: 52.69 -11.69 42.50
O: 60.57 -11.11 42.18
C: 58.88 -9.58 45.24
H: 48.75 -5.88 46.98
O: 56.07 -8.90 41.38
C: 50.56 -6.65 37.01
H: 53.76 -7.04 44.63
O: 55.97 -8.51 43.89
H: 50.98 -2.56 45.90
C: 52.81 -10.98 44.57
C: 55.87 -3.69 40.13
H: 54.54 -11.22 45.79
O: 58.84 -9.91 38.90
H: 50.34 -6.63 47.13
O: 52.86 -7.80 37.85
O: 54.27 -6.22 40.09
H: 60.50 -12.64 44.35
H: 56.93 -9.48 46.77
H: 50.65 -6.36 38.08
H: 55.89 -14.34 38.73
H: 60.29 -14.01 43.16
H: 59.35 -6.90 39.93
H: 53.35 -10.29 42.56
H: 58.24 -12.68 41.05
H: 52.20 -4.95 40.41
C: 59.81 -7.84 39.87
H: 53.72 -15.25 40.68
C: 60.09 -12.23 42.17
H: 51.23 -6.13 36.51
O: 56.23 -6.40 42.47
H: 60.12 -8.28 40.88
H: 56.72 -10.57 40.59
H: 57.58 -6.35 44.32
H: 56.51 -3.10 39.38
C: 54.37 -14.43 41.31
H: 50.14 -2.99 44.75
C: 53.68 -10.57 45.76
H: 53.48 -11.13 38.19
O: 52.83 -4.89 38.52
H: 49.39 -6.54 36.73
H: 51.97 -11.58 38.55
C: 56.20 -13.62 39.63
H: 60.79 -7.76 39.28
C: 56.91 -10.08 41.57
H: 56.73 -8.60 38.86
O: 54.81 -3.85 39.18
H: 59.51 -13.94 41.00
O: 55.32 -5.87 37.57
H: 51.56 -9.02 41.47
H: 54.22 -11.59 43.02
C: 52.01 -8.77 40.45
C: 60.01 -13.06 43.43
O: 51.64 -11.19 44.79
O: 53.99 -7.92 42.75
H: 57.42 -10.51 48.15
H: 51.10 -4.15 39.44
H: 58.04 -5.22 42.74
P: 54.30 -5.46 38.83
H: 58.02 -7.00 42.71
H: 55.09 -3.96 36.55
H: 50.10 -4.85 47.81
H: 52.30 -7.78 40.37
H: 57.06 -14.27 40.05
P: 55.56 -7.92 42.60

Output
Energy above the lowest of the compared OMol25 structures with the same formula, charge and spin   48.3 kcal per mole
Charge   0
Max |F|   12.0 eV/A

Here are the Mulliken charges for atoms 1 to 6, given in e:
1 O -0.388
2 C -0.720
3 H -0.015
4 H 0.283
5 H -0.015
6 H 0.244